1.
# C2H13NO4

5 unconnected molecules or ions with the total composition C2H13NO4 in a non-equilibrium geometry (ωB97M-V with the def2-TZVPD basis set, the OMol25 dataset).

The geometry in XYZ format:
```
20
Properties=species:S:1:pos:R:3:mulliken_charge:R:1
H -2.5421 -0.1189 4.6827 0.32
H 2.8005 1.9000 -5.3857 0.33
N 2.3516 1.8601 1.8057 -0.36
C 3.1153 1.6726 2.7355 -0.25
H -0.3767 -0.0726 -4.7794 0.33
H 4.1384 2.0859 2.5249 0.23
H 0.7671 1.1774 3.0813 0.25
O -0.9779 0.5835 -5.1203 -0.66
O -2.8163 0.4934 4.0098 -0.64
H 0.3184 2.3448 1.7221 0.26
O -3.2621 -5.7512 0.1122 -0.65
H -3.5694 -6.4893 -0.5143 0.33
H 2.9380 1.0437 3.5911 0.25
O 2.9028 0.9540 -5.6565 -0.63
H -1.8632 0.1598 -5.5191 0.34
H -3.6505 0.9298 4.2760 0.32
H -3.9111 -5.7260 0.8123 0.32
H 0.6465 0.5887 1.5447 0.26
H 2.0595 0.8403 -5.9585 0.29
C 0.9313 1.5240 2.0356 -0.63
```

Properties
strongest force on any atom = 4.2 eV Å⁻¹
spin multiplicity = 1
electronic energy = -11962.8253 eV
frontier orbital gap = 10.23 eV
charge = 0
structure (SMILES) = C=NC.O.O.O.O
E_HOMO = -9.4273 eV

***

2.
# C39H34CoN6O7S

A molecular structure, C39H34CoN6O7S in a non-equilibrium geometry (ωB97M-V with the def2-TZVPD basis set, the OMol25 dataset).

The geometry in XYZ format:
```
88
Properties=species:S:1:pos:R:3:mulliken_charge:R:1
O -3.3340 -6.3998 -5.2261 -0.70
C 1.7075 2.2719 -1.2591 -0.78
H 3.9666 -0.1956 4.5024 0.44
O 1.2356 0.4565 -2.6384 -0.96
H 3.4419 1.0045 3.3784 0.40
N -2.2780 3.8882 0.7540 -0.65
H 4.3117 -0.4116 2.7791 0.28
C 2.2934 -0.7485 3.2651 2.30
N -1.0081 3.9297 0.5198 0.05
C 0.9069 1.5945 -2.2736 0.99
C -1.8426 -2.5165 -2.6203 -0.89
C -3.3571 5.7468 4.3622 0.52
H -2.7234 4.4113 -1.8334 0.36
C -2.3006 3.7064 -3.9134 -0.50
Co 1.7016 -0.8541 -1.2376 0.50
C -3.9494 4.7651 2.2199 -0.33
H -5.3884 5.5669 3.5128 0.40
H 3.3410 -2.6155 3.2551 0.42
C 4.9553 -1.7373 -1.7902 0.51
H 7.0565 -1.3621 -1.7420 0.34
H -1.3499 5.3569 4.9933 0.33
H 6.3150 0.9575 -1.2285 0.37
H -1.7482 2.5883 -5.6759 0.39
H 5.4161 1.0498 0.2500 0.33
H 2.7735 2.2171 -1.1554 0.45
N -3.5656 -4.3655 -3.1165 -0.22
H -0.1234 -1.8455 0.6940 0.15
C -4.4803 6.1785 6.3789 -0.71
H 6.3953 -0.3579 0.0455 0.47
N -5.1009 -6.1307 -2.6137 -0.57
C -3.3221 -4.2058 -1.7904 0.54
C -0.9524 3.2069 -1.9300 0.63
H 1.1371 -0.2957 5.0723 0.43
H -2.9335 4.4450 -4.3705 0.40
H 1.6061 -2.8767 3.1274 0.28
S -4.5841 -5.6082 -5.1812 1.09
H -5.1196 5.4114 5.9260 0.33
H -3.8329 -4.9291 0.2925 0.17
O 3.5381 0.1089 -1.2949 -0.20
C 5.6253 -4.4632 -2.2263 -0.56
C -0.4157 3.4014 -0.6054 -0.45
H -0.6275 4.4093 2.8635 0.50
C -4.3589 5.5017 3.3279 -0.39
C -4.8460 -5.9866 -1.3112 -0.46
H 1.4961 3.7663 0.3136 0.42
H -5.5582 -6.5792 -0.7834 0.46
C 2.4035 -2.2534 3.5833 -1.59
H 0.2138 -0.2935 3.6361 0.37
C 6.6328 -3.4951 -1.9022 -0.62
C -4.3630 -5.3851 -3.3945 0.27
C 5.7391 0.3566 -0.5213 -1.83
O -4.2893 -4.2170 -5.5976 -0.67
H 2.3391 -2.4130 4.6762 0.38
C 6.2845 -2.1644 -1.7617 -0.57
C -2.3657 -3.1744 -1.5016 1.26
C 1.8142 -0.4918 0.6006 -0.96
H -5.0863 7.0263 6.6493 0.23
C 3.5939 -0.0476 3.5036 -1.80
C -1.6343 4.6863 2.9947 -0.32
H 7.6202 -3.8145 -1.7209 0.41
H 5.9194 -5.4628 -2.3866 0.42
O 2.5620 -2.3648 -2.0551 -0.75
H -4.0309 5.7353 7.2685 0.24
C -2.5979 4.4545 1.9727 0.29
H 3.4866 -4.8089 -2.3945 0.34
C -1.5664 2.7375 -4.6171 -0.56
C 2.0066 -0.5925 1.8140 0.19
H 1.1779 1.0745 4.0536 0.36
H -0.4226 -0.9383 -3.2648 0.55
C -0.7746 -1.6467 -2.4815 -0.31
H -2.0662 -3.5856 0.6723 0.16
N -0.5891 2.0142 -4.0104 -0.56
H -2.1973 -2.6607 -3.6290 0.54
C -2.0625 3.8029 -2.5218 -0.25
C 1.0042 3.1970 -0.4742 -0.36
C 4.2600 -4.0373 -2.2568 -0.71
C 3.8095 -2.6877 -2.0856 0.28
O -3.4908 6.5925 5.4230 -0.44
N -0.0502 -1.6075 -1.3109 0.49
C 1.1724 -0.0218 4.0406 -1.71
C -0.5969 -2.1617 -0.2329 0.23
C -3.9634 -5.0414 -0.8342 -0.58
C 4.6546 -0.4016 -1.2276 0.72
C -1.7591 -2.9748 -0.2181 -1.25
H -4.6897 4.3275 1.5248 0.36
C -0.2924 2.2831 -2.7726 0.39
C -2.0730 5.1940 4.2131 -0.88
O -5.8527 -6.1937 -5.4696 -0.63
```

Properties
strongest force on any atom = 5.5 eV Å⁻¹
spin multiplicity = 4
electronic energy = -112726.1925 eV
frontier orbital gap (alpha / beta) = 5.92 / 5.93 eV
charge = -2
E_HOMO (alpha / beta) = -2.3977 / -2.4092 eV

***

3.
# CH4ClN2O

A gas-phase ion, CH4ClN2O (charge +1) in a non-equilibrium geometry (ωB97M-V with the def2-TZVPD basis set, the OMol25 dataset).

The geometry in XYZ format:
```
9
Properties=species:S:1:pos:R:3:mulliken_charge:R:1
Cl 2.5101 0.0247 -0.2057 -0.10
N -0.0408 0.8660 0.1048 0.11
H 0.7382 -2.1054 -0.1004 0.18
N 0.1767 -1.3476 -0.0778 -0.20
H -2.0363 1.4858 0.0246 0.39
H -0.7778 -1.3356 -0.1440 0.26
C 0.7924 -0.1005 -0.0368 0.41
O -1.4495 0.6631 0.0014 -0.37
H 0.0870 1.8495 0.4339 0.32
```

Properties
strongest force on any atom = 8.8 eV Å⁻¹
spin multiplicity = 3
electronic energy = -18638.2885 eV
frontier orbital gap (alpha / beta) = 7.06 / 6.96 eV
charge = +1
E_HOMO (alpha / beta) = -11.3227 / -15.8196 eV

***

4.
# C56H106Cl3N2O33Y

A molecular structure, C56H106Cl3N2O33Y in a non-equilibrium geometry (ωB97M-V with the def2-TZVPD basis set, the OMol25 dataset).

The geometry in XYZ format:
```
201
Properties=species:S:1:pos:R:3:mulliken_charge:R:1
H -25.0436 16.6693 -6.6237 0.34
H -15.9278 17.5267 4.1006 0.29
C -17.8652 14.9046 -2.3829 0.37
C -18.4465 17.8610 2.3006 0.12
C -21.7241 9.5405 -1.2074 0.61
O -22.3368 11.7531 3.3168 -0.42
H -23.4709 9.3899 3.5578 0.35
H -29.1742 8.4704 1.8509 0.38
C -18.5688 11.2915 -7.1737 -1.57
H -15.2749 14.0023 0.3383 -0.06
H -18.1710 11.9222 -5.1278 0.07
H -20.5178 20.6157 3.4840 0.37
H -20.6437 18.0343 -6.7267 -0.57
H -22.9623 12.0179 -0.3479 -0.27
H -26.8429 11.7364 -2.4717 -0.17
H -28.2793 10.0783 2.0334 0.19
C -20.2232 18.1412 -7.7597 0.89
C -21.8982 10.7148 2.9804 0.69
H -13.9697 14.0533 1.5457 0.47
H -17.5309 11.4666 -7.5198 0.40
C -25.7207 20.2435 -2.9077 -0.16
C -15.0506 13.9508 1.4202 -0.47
H -18.7175 18.5790 4.3731 0.60
H -19.9264 21.3825 -3.3119 0.49
C -29.4555 9.8757 0.2977 -0.43
O -20.0937 14.7986 -0.2753 0.14
C -25.8453 14.7927 -2.4211 -0.77
O -17.2086 17.7990 1.6257 0.21
C -22.8418 14.5715 4.7486 -0.33
H -18.3189 10.9382 1.3935 0.40
O -17.6824 15.0555 -5.6228 -0.68
H -22.0106 9.0888 4.4738 0.31
H -22.1762 21.5397 1.6006 0.42
H -21.2770 17.9781 3.9900 0.64
H -25.3873 11.4102 2.6961 0.50
N -23.0621 19.5681 1.7140 0.39
O -18.9521 17.0790 -5.1565 -0.88
C -21.5742 15.1381 2.9004 1.50
H -17.8952 17.0926 -0.8664 -0.39
O -22.4405 14.3938 -0.2652 -0.29
H -23.7360 15.0176 5.1943 0.47
O -18.7707 15.5421 -2.9209 0.77
H -24.7174 11.8021 -0.4243 -0.41
H -16.8446 19.7271 2.2593 0.39
H -24.7632 20.6520 -2.6032 0.33
C -28.7851 10.9507 -1.7616 0.34
C -28.6083 9.2655 1.3475 -0.94
C -17.1869 14.3446 2.4608 0.91
H -15.9686 12.0215 1.1210 0.26
H -21.3096 10.3973 -0.6250 -0.36
C -21.0614 19.1357 -8.6108 -1.54
O -21.4905 15.2803 -2.1953 0.98
C -27.8874 12.0105 -2.3285 -0.05
C -15.8355 15.0039 2.2332 0.42
C -17.9940 20.3602 -3.1970 -0.72
H -19.9589 14.0750 3.9659 0.27
H -19.1766 11.7357 -7.9657 0.26
O -17.6089 17.0099 -7.0765 -0.76
C -22.2313 12.1850 -4.5877 0.15
H -26.7238 22.0870 -3.2144 0.39
C -16.4181 18.7045 2.3624 -0.75
O -20.6496 15.5753 -6.7157 -0.15
O -28.7391 10.9862 -0.3873 -0.27
H -21.5985 14.2810 2.2386 -0.84
H -25.6648 15.8752 -2.4121 -0.24
C -19.0695 11.4581 0.7466 -0.50
H -21.6467 15.9452 5.8474 0.35
O -24.9305 19.8744 -0.3801 -0.87
H -27.2173 14.8357 1.0113 0.58
H -17.6219 21.0123 -2.4199 0.38
C -19.9658 14.6267 -8.8507 -1.46
H -19.9081 19.7761 -3.9515 -0.30
O -22.9402 15.2974 -4.6583 0.18
H -22.1668 18.1770 -0.6939 -0.58
C -22.2076 20.5902 2.1101 -0.64
H -19.1885 18.5105 -7.7442 0.30
O -25.0432 14.7369 -4.7401 -0.43
H -22.3217 8.8845 -0.5506 0.37
C -18.0665 17.9220 3.7954 -0.33
H -22.1209 18.8591 -8.7083 0.32
H -22.1755 8.5313 2.7788 0.39
O -16.8366 12.9743 2.6986 -0.50
O -16.9263 15.5048 -1.7363 -0.38
H -23.3342 16.3218 -7.0402 -0.16
O -20.1721 17.8820 -2.8451 0.96
C -19.4880 20.3823 -3.1532 0.09
H -23.8780 14.3774 -3.0195 -1.15
H -17.8270 14.4108 1.5591 -0.60
Cl -22.9027 18.6086 -4.1846 1.34
C -20.2290 11.8148 1.6790 1.18
H -26.8461 14.7836 -2.8457 0.40
H -22.6524 12.7870 -3.7838 -0.97
H -19.9442 12.3839 2.5929 0.42
H -23.4882 17.5838 2.4229 0.12
H -17.5912 20.6107 -4.1688 0.42
H -25.7870 14.3575 -1.4108 -0.04
H -24.8193 15.4943 1.9581 0.03
H -14.9853 12.0802 2.5830 0.29
O -23.3163 17.9695 -2.9692 -0.47
H -15.3939 17.2464 -0.3835 0.27
H -24.8709 16.8662 -0.6994 -0.42
H -18.8909 14.5388 -8.9929 0.32
H -21.0387 20.1936 -8.3261 0.34
H -22.8868 12.1835 -5.4954 0.30
C -24.8639 14.1737 -3.3993 1.50
C -15.8632 17.6095 -1.2867 -1.83
H -15.3396 18.6888 2.0949 0.36
H -24.6575 15.0785 -7.2295 0.50
C -23.5775 10.8849 -1.9434 0.72
Y -20.7117 15.8914 -4.1884 -0.46
H -25.7232 19.9994 -3.9601 0.30
H -20.7111 18.7620 0.1850 0.00
H -27.8244 12.9518 -1.7515 0.15
H -16.0296 18.6899 -1.1159 0.31
H -18.7293 10.2359 -7.0722 0.37
C -25.6139 17.5536 -0.2834 -0.44
C -21.3763 20.0671 3.0664 -0.93
H -15.3253 15.1810 3.1822 0.44
O -22.8406 15.2121 3.5082 -0.33
H -22.3152 11.1250 -4.3334 0.78
H -21.2355 14.3152 6.1265 0.41
C -25.4991 18.9567 -0.9280 0.67
O -21.8241 17.8295 -4.8493 -0.53
H -16.3216 19.1541 4.5571 0.27
O -24.2884 11.3586 -2.8341 -0.71
C -23.7587 11.3184 -0.5870 0.25
H -25.0518 13.1166 -3.5246 0.38
H -29.7252 9.1505 -0.4657 0.46
C -26.8979 21.1686 -2.6095 -1.35
H -17.4941 13.1539 -3.5335 0.16
O -25.9683 19.0375 -2.1770 -0.29
H -30.3365 10.3733 0.7063 0.27
C -26.4601 14.1843 1.3899 -0.93
H -26.5609 17.0746 -0.4408 0.69
H -20.9631 12.4566 1.1951 -0.85
H -23.8741 13.2354 2.9323 0.15
H -15.8119 15.9322 1.6704 -0.58
O -20.4159 13.7044 -4.6810 1.25
C -16.5754 18.3424 3.8535 -0.89
C -22.3931 9.3312 3.4377 -1.39
C -24.0186 15.2909 -5.2370 0.62
H -18.8463 13.0207 -2.3858 -0.43
H -17.7145 19.3576 -2.8661 -0.26
C -25.2564 14.5357 1.9115 -0.10
H -22.9894 13.4774 4.7654 0.16
O -22.4255 19.9711 -4.0428 -0.72
O -20.9310 10.5595 2.0566 -0.36
H -17.5309 17.3454 -2.5886 -0.82
C -17.1436 16.9604 -1.6693 2.05
H -27.8562 20.7031 -2.8347 0.32
C -21.5461 14.9934 5.3568 -1.07
C -18.8564 12.0962 -5.9495 0.60
H -19.0484 16.9860 2.1210 -0.61
H -17.7302 14.6138 3.3591 0.02
Cl -17.6701 16.5070 -5.6929 2.03
H -19.9188 8.2114 -1.3228 0.36
H -18.5719 12.3037 0.2369 -0.50
H -15.1391 17.5190 -2.0940 0.45
C -17.8178 13.4098 -2.5326 -0.24
C -15.6553 12.6628 1.9445 -0.50
H -21.0954 8.2190 -2.6481 0.48
C -21.0666 18.1702 -0.6380 0.88
O -29.4081 10.1967 -2.4632 -0.61
H -18.1236 16.9060 4.1938 0.06
O -20.0498 19.9049 -1.9724 -0.43
H -20.7922 19.0825 -9.6836 0.41
H -19.8616 15.7600 4.1467 -0.97
H -23.7458 10.5748 0.2178 0.42
Cl -21.2423 14.3423 -1.0342 1.11
H -20.4390 14.8011 -9.7884 0.48
H -19.3719 10.7047 -0.0016 0.05
O -21.0779 12.9906 -1.6085 -1.02
O -23.9647 18.7000 -5.1268 -0.67
H -20.3013 13.6546 -8.4602 0.13
H -28.1902 12.2042 -3.3546 0.41
O -22.5907 10.0572 -2.2630 -0.33
H -18.8250 13.1695 -6.1502 -0.09
C -24.2624 15.8875 -6.6358 -1.28
O -20.1756 11.7705 -5.5327 -0.38
H -26.8854 21.3856 -1.5435 0.31
C -20.3579 18.6232 -1.8783 0.48
C -22.7953 18.4438 2.4598 -0.54
H -20.0710 9.5820 -2.4864 0.23
H -25.4273 17.5763 0.8182 0.28
C -20.8642 12.6229 -4.9274 0.11
O -16.5845 17.0555 -4.9566 -0.73
C -21.6793 18.6682 3.2598 0.05
H -27.7033 8.8874 0.8669 0.25
N -24.7542 13.3924 2.4554 0.51
H -19.0875 18.7284 2.1013 0.28
H -17.1971 12.9225 -1.8022 0.34
C -20.6178 14.9654 4.1101 1.05
H -27.6073 12.3309 1.1595 0.39
H -21.3882 16.0175 2.3229 -0.49
C -20.5998 8.8263 -1.8987 -1.57
H -23.8650 19.6631 1.0877 0.25
C -20.2871 15.7307 -7.8501 0.62
H -20.7974 17.1393 -0.4197 -0.94
C -25.6046 12.3497 2.2346 -0.86
O -20.2097 16.8695 -8.4822 -0.35
C -26.6786 12.8064 1.4835 -0.39
```

Properties
strongest force on any atom = 3.7 eV Å⁻¹
spin multiplicity = 1
electronic energy = -168934.4995 eV
frontier orbital gap = 8.23 eV
charge = 0
E_HOMO = -7.9093 eV